[1]
{
  "formula": "C2H5NO",
  "method": "wB97M-V/def2-TZVPD",
  "species": ["C", "H", "H", "H", "H", "H", "C", "O", "N"],
  "coordinates": [[0.091, -0.868, -0.045], [0.821, 0.659, 1.025], [0.531, 0.986, -0.731], [0.002, -1.388, -1.041], [-0.868, 0.980, 0.171], [-0.185, -1.354, 0.821], [0.168, 0.576, 0.144], [-2.637, 0.570, -0.084], [-2.711, -0.636, -0.233]],
  "atomic_forces_ev_per_a": [[-0.607, -0.300, -2.489], [-0.532, 1.074, -0.187], [1.438, 1.364, -1.582], [0.214, 0.684, 1.317], [0.843, 0.148, 0.942], [-0.342, -1.721, 1.486], [-0.431, -1.218, 0.596], [-1.259, -6.165, -0.850], [0.677, 6.136, 0.766]],
  "nbo_charge": [-0.282, 0.225, 0.210, 0.179, 0.238, 0.155, -0.711, -0.234, 0.219],
  "lumo_ev": [-0.37, -0.84],
  "homo_ev": [-7.9508, -9.2361],
  "multiplicity": 1
}

***

[2]
{
  "formula": "C2H5NO",
  "method": "wB97M-V/def2-TZVPD",
  "species": ["C", "H", "H", "O", "H", "C", "H", "H", "N"],
  "coordinates": [[0.200, -0.102, -0.083], [0.530, 1.327, 1.444], [-1.164, 0.705, 1.327], [1.379, 0.064, -0.729], [-1.417, -1.317, -0.176], [-0.178, 0.726, 0.902], [-0.365, -1.427, -1.517], [1.655, 0.934, -0.368], [-0.490, -1.192, -0.546]],
  "atomic_forces_ev_per_a": [[-0.438, 0.105, 0.260], [0.268, 0.284, -0.244], [-0.239, -0.268, 0.027], [0.338, 0.784, 0.558], [0.063, -0.011, -0.070], [-0.233, -0.225, 0.247], [-0.058, 0.065, -0.018], [0.309, -0.731, -0.688], [-0.010, -0.003, -0.072]],
  "nbo_charge": [0.499, 0.201, 0.206, -0.672, 0.391, -0.685, 0.389, 0.488, -0.817],
  "lumo_ev": 0.93,
  "smiles": "C=C(N)O",
  "homo_ev": -8.1215,
  "multiplicity": 1
}

***

[3]
{
  "formula": "C2H5NO",
  "method": "wB97M-V/def2-TZVPD",
  "species": ["H", "H", "C", "H", "H", "H", "C", "O", "N"],
  "coordinates": [[0.223, -1.285, -0.956], [1.585, 0.770, -0.781], [0.417, -0.804, -0.016], [0.256, -1.367, 0.882], [0.024, 1.266, -0.129], [1.328, 0.822, 0.985], [0.874, 0.581, 0.025], [-2.390, 0.594, -0.028], [-2.317, -0.577, 0.018]],
  "atomic_forces_ev_per_a": [[-0.002, -0.188, -0.179], [0.057, 0.187, 0.026], [-0.191, -0.512, -0.002], [-0.005, -0.208, 0.189], [0.104, 0.103, 0.025], [0.048, 0.130, -0.030], [-0.057, 0.347, -0.025], [0.036, -3.040, 0.116], [0.009, 3.181, -0.120]],
  "nbo_charge": [0.169, 0.218, -0.295, 0.173, 0.219, 0.215, -0.697, -0.214, 0.212],
  "lumo_ev": [0.14, -0.33],
  "homo_ev": [-7.8379, -8.7448],
  "multiplicity": 1
}

***

[4]
{
  "formula": "C2H5NO",
  "method": "wB97M-V/def2-TZVPD",
  "species": ["H", "H", "H", "N", "C", "H", "H", "O", "C"],
  "coordinates": [[0.316, 1.666, 0.787], [1.595, 0.537, 0.077], [0.552, 1.772, -0.809], [-0.276, -0.154, -0.043], [0.606, 0.951, 0.027], [0.904, -1.862, 0.012], [-1.148, -1.975, 0.037], [-2.422, 0.450, -0.145], [-0.127, -1.384, 0.057]],
  "atomic_forces_ev_per_a": [[0.104, -0.651, 1.054], [0.993, 0.530, 0.364], [-0.144, -2.335, 0.558], [-2.999, 1.532, 0.041], [0.347, 1.500, -1.799], [-1.168, 0.228, 0.393], [2.438, 0.726, 0.107], [1.172, -0.330, 0.071], [-0.744, -1.200, -0.788]],
  "nbo_charge": [0.238, 0.185, 0.233, -0.301, -0.451, 0.162, 0.221, -0.256, -0.031],
  "lumo_ev": [-0.70, -0.71],
  "homo_ev": [-9.5743, -9.5886],
  "multiplicity": 1
}

***

[5]
{
  "formula": "C2H5NO",
  "method": "wB97M-V/def2-TZVPD",
  "species": ["C", "C", "H", "O", "H", "H", "H", "N", "H"],
  "coordinates": [[-0.972, -0.793, -0.233], [0.615, 0.830, 0.482], [-0.590, -0.935, -1.264], [-1.184, -1.642, 0.586], [-1.219, 0.293, -0.088], [0.524, 1.783, -0.052], [0.145, 0.787, 1.470], [1.180, -0.220, 0.031], [1.501, -0.103, -0.930]],
  "atomic_forces_ev_per_a": [[-1.184, -0.121, -0.015], [0.768, -0.003, 0.177], [0.022, -0.443, 0.155], [-0.176, 0.203, -0.450], [-0.640, -0.537, 0.023], [0.090, -0.088, -0.007], [0.327, 0.047, -0.089], [0.506, 0.721, 0.106], [0.287, 0.221, 0.101]],
  "nbo_charge": [0.289, -0.051, 0.117, -0.532, 0.093, 0.162, 0.182, -0.597, 0.337],
  "lumo_ev": 0.78,
  "smiles": "C=N.C=O",
  "homo_ev": -9.8022,
  "multiplicity": 1
}

***

[6]
{
  "formula": "C2H5NO",
  "method": "wB97M-V/def2-TZVPD",
  "species": ["H", "H", "N", "H", "H", "H", "C", "O", "C"],
  "coordinates": [[-1.397, 0.683, -0.121], [-1.295, -1.142, 0.774], [-0.554, 0.135, 0.015], [0.350, 0.107, -1.874], [0.932, 1.374, -0.750], [1.362, -0.331, -0.476], [0.581, 0.350, -0.826], [0.486, -0.624, 1.989], [-0.480, -0.565, 1.262]],
  "atomic_forces_ev_per_a": [[0.076, -0.464, -0.193], [-1.175, -1.713, 3.357], [0.756, 1.054, 0.262], [-0.015, 0.134, 0.328], [0.451, 0.180, -0.251], [0.019, 0.229, -0.118], [0.559, 0.503, -0.050], [-1.400, -0.311, -0.644], [0.729, 0.386, -2.691]],
  "nbo_charge": [0.390, 0.167, -0.681, 0.197, 0.190, 0.218, -0.421, -0.545, 0.487],
  "lumo_ev": 0.97,
  "smiles": "CNC=O",
  "homo_ev": -9.3183,
  "multiplicity": 1
}

***

[7]
{
  "formula": "C2H5NO",
  "method": "wB97M-V/def2-TZVPD",
  "species": ["C", "O", "H", "H", "N", "H", "H", "C", "H"],
  "coordinates": [[-1.466, 0.428, 0.280], [1.573, -1.236, 1.057], [-2.388, -0.075, -0.023], [-1.024, -0.113, 1.124], [1.626, -0.090, -1.047], [2.543, -0.138, -1.446], [-1.690, 1.453, 0.588], [1.609, -0.678, 0.033], [-0.784, 0.449, -0.567]],
  "atomic_forces_ev_per_a": [[-0.146, 0.006, 0.111], [-0.294, 0.530, -0.755], [0.087, 0.090, 0.086], [-0.069, 0.114, -0.207], [-0.340, -0.469, 1.063], [0.483, 0.214, -0.645], [0.008, -0.178, -0.047], [0.293, -0.312, 0.308], [-0.022, 0.005, 0.086]],
  "nbo_charge": [-0.863, -0.491, 0.214, 0.212, -0.789, 0.407, 0.214, 0.874, 0.221],
  "lumo_ev": 0.70,
  "smiles": "N=C=O.C",
  "homo_ev": -11.2217,
  "multiplicity": 1
}

***

[8]
{
  "formula": "C2H5NO",
  "method": "wB97M-V/def2-TZVPD",
  "species": ["H", "H", "O", "H", "H", "C", "H", "N", "C"],
  "coordinates": [[-0.790, -0.770, 0.945], [1.763, -1.390, -1.241], [-0.873, 1.261, 0.956], [0.610, -1.935, -0.062], [0.334, 0.704, -1.167], [0.730, -1.285, -0.933], [0.024, -1.580, -1.707], [0.523, 0.050, -0.414], [-0.458, 0.208, 0.557]],
  "atomic_forces_ev_per_a": [[-0.046, 0.022, 0.346], [0.079, -0.085, -0.360], [-0.195, 0.115, -0.127], [-0.012, -0.333, -0.317], [0.564, 0.421, 0.291], [0.140, -0.372, 1.044], [0.080, -0.018, -0.138], [-1.123, 0.570, -0.722], [0.512, -0.320, -0.017]],
  "nbo_charge": [0.089, 0.209, -0.564, 0.199, 0.386, -0.419, 0.188, -0.625, 0.538],
  "lumo_ev": 0.99,
  "smiles": "CNC=O",
  "homo_ev": -9.9931,
  "multiplicity": 1
}

***

Going through the records in order, we get max |F| values of 6.3; 1.1; 3.2; 3.4; 1.2; 3.9; 1.2; 1.5 eV/A.
Going through the records in order, we get relative energy (zero: lowest compared OMol25 entry of this formula, charge and spin) values of 131.3; 27.2; 112.6; 166.6; 72.8; 56.6; 16.1; 18.5 kcal per mole.